Entry 1:
Computed, not measured: a structure of composition C38H33Cl2N3OPZr in a non-equilibrium geometry, with the ωB97M-V functional and the def2-TZVPD basis.

```
79
Properties=species:S:1:pos:R:3
Zr 0.007 0.960 -1.691
C 4.228 0.609 0.331
C 3.033 0.616 -0.560
N 1.915 1.180 -0.292
N 1.744 1.849 0.889
C 0.510 2.293 0.968
O -0.361 2.137 0.026
C 0.085 2.992 2.198
C -1.173 3.584 2.247
C -1.586 4.234 3.398
C -0.750 4.288 4.504
C 0.506 3.695 4.458
C 0.927 3.051 3.308
C 3.014 -0.169 -1.813
C 4.123 -0.851 -2.279
C 4.016 -1.614 -3.434
C 2.797 -1.693 -4.077
C 1.730 -0.983 -3.556
N 1.831 -0.220 -2.466
H 4.040 1.229 1.202
H 5.107 0.988 -0.193
H 4.446 -0.411 0.657
H -1.821 3.523 1.384
H -2.565 4.695 3.434
H -1.075 4.795 5.403
H 1.158 3.741 5.321
H 1.903 2.589 3.258
H 5.058 -0.789 -1.743
H 4.875 -2.151 -3.812
H 2.656 -2.301 -4.959
H 0.753 -1.032 -4.020
C 0.886 2.624 -3.358
C 0.177 3.363 -2.392
C -1.186 3.007 -2.482
C -1.326 2.064 -3.523
C -0.043 1.813 -4.055
H 1.951 2.654 -3.527
H 0.607 4.032 -1.663
H -1.975 3.366 -1.839
H -2.246 1.597 -3.833
H 0.191 1.145 -4.870
C 1.445 -3.962 2.721
C 1.973 -2.685 2.585
C 1.269 -1.717 1.885
C 0.026 -2.016 1.327
C -0.505 -3.292 1.482
C 0.207 -4.263 2.171
P -0.803 -0.677 0.432
C -1.878 0.087 1.688
C -3.029 0.759 1.276
C -3.841 1.390 2.204
C -3.502 1.371 3.551
C -2.352 0.718 3.965
C -1.542 0.076 3.039
C -1.901 -1.309 -0.857
C -2.951 -2.225 -0.774
C -3.595 -2.612 -1.935
C -3.204 -2.078 -3.163
C -2.198 -1.129 -3.226
C -1.510 -0.710 -2.076
H 1.997 -4.721 3.259
H 2.934 -2.446 3.021
H 1.687 -0.721 1.765
H -1.476 -3.534 1.071
H -0.211 -5.255 2.289
H -3.303 0.777 0.227
H -4.741 1.895 1.877
H -4.135 1.865 4.277
H -2.081 0.704 5.012
H -0.653 -0.440 3.378
H -3.272 -2.618 0.184
H -4.406 -3.327 -1.892
H -3.711 -2.396 -4.066
H -1.949 -0.712 -4.198
Cl 0.285 -4.119 -3.465
C 0.519 -4.347 -1.730
Cl 1.900 -3.438 -1.085
H 0.709 -5.398 -1.551
H -0.371 -3.998 -1.218
```

charge	+1
2S+1	1
HOMO	-0.40294	Eh
energy relative to the best compared isomer or geometry (same formula, charge and spin)	7.0	kcal per mole
lowest unoccupied orbital energy	-0.1299	Eh
HOMO-LUMO gap	7.43	eV
DFT total energy	-82071.590	eV

---

Entry 2:
Computed, not measured: a structure of composition C29H45N6O6P2STi in a non-equilibrium geometry, with the ωB97M-V functional and the def2-TZVPD basis.

```
90
Properties=species:S:1:pos:R:3
Ti -1.458 0.507 0.355
N -2.760 3.816 -2.250
C -2.220 2.937 -1.351
S -1.922 1.291 -1.946
N -2.013 3.373 -0.155
N -1.614 2.383 0.750
C -1.056 2.755 1.921
C -0.641 4.149 2.196
C -1.029 4.808 3.359
C -0.586 6.099 3.622
C 0.249 6.742 2.720
C 0.630 6.095 1.549
C 0.185 4.809 1.286
C -0.744 1.684 2.803
C -0.081 1.829 4.047
C 0.207 0.736 4.802
C -0.148 -0.558 4.339
C -0.765 -0.656 3.134
N -1.075 0.411 2.352
H -2.683 3.600 -3.226
H -2.784 4.785 -1.978
H -1.702 4.315 4.053
H -0.899 6.602 4.529
H 0.599 7.745 2.926
H 1.274 6.598 0.836
H 0.477 4.304 0.374
H 0.205 2.817 4.378
H 0.708 0.854 5.756
H 0.070 -1.449 4.914
H -1.011 -1.631 2.724
C 3.436 -2.008 1.724
C 2.596 -0.801 1.394
C 3.103 0.478 2.014
O 2.606 -0.697 -0.088
P 1.565 0.166 -0.870
O 0.549 0.816 0.011
C 0.772 -0.991 -1.999
P -0.294 -2.155 -1.137
O -1.182 -1.454 -0.139
O -1.070 -2.973 -2.203
C -2.232 -2.374 -2.922
C -3.477 -3.064 -2.424
C -1.971 -2.548 -4.396
O 0.623 -3.161 -0.392
C 1.134 -4.491 -0.786
C 0.010 -5.500 -0.834
C 1.925 -4.380 -2.071
O 2.321 1.233 -1.697
C 3.660 1.220 -2.312
C 4.689 1.598 -1.273
C 3.945 -0.099 -3.001
H 3.446 -2.154 2.806
H 4.464 -1.866 1.383
H 3.028 -2.905 1.256
H 1.563 -0.969 1.692
H 4.160 0.631 1.784
H 2.988 0.412 3.098
H 2.531 1.345 1.674
H 1.515 -1.557 -2.564
H 0.153 -0.388 -2.670
H -2.277 -1.313 -2.669
H -3.432 -4.134 -2.642
H -4.352 -2.640 -2.919
H -3.591 -2.925 -1.348
H -1.861 -3.608 -4.640
H -1.066 -2.019 -4.705
H -2.811 -2.144 -4.963
H 1.800 -4.731 0.037
H -0.646 -5.325 -1.688
H -0.581 -5.463 0.082
H 0.439 -6.500 -0.923
H 1.274 -4.126 -2.912
H 2.396 -5.340 -2.291
H 2.714 -3.630 -1.980
H 3.578 2.005 -3.056
H 4.823 0.791 -0.552
H 4.389 2.502 -0.743
H 5.645 1.786 -1.764
H 3.928 -0.928 -2.288
H 4.942 -0.061 -3.437
H 3.234 -0.293 -3.808
N -3.816 -1.141 1.115
C -5.111 -1.416 0.905
C -5.647 -0.334 0.247
C -4.575 0.553 0.090
N -3.460 0.056 0.614
H -3.128 -1.717 1.564
H -5.553 -2.340 1.246
H -6.665 -0.202 -0.078
H -4.557 1.525 -0.375
```

charge	+1
2S+1	1
HOMO (alpha / beta)	-0.29653 / -0.29612	Eh
lowest unoccupied orbital energy (alpha / beta)	-0.0783 / -0.0836	Eh
HOMO-LUMO gap (alpha / beta)	5.94 / 5.78	eV
DFT total energy	-104560.388	eV

---

Entry 3:
Computed, not measured: a structure of composition C14H12FIIrN2S, with the ωB97M-V functional and the def2-TZVPD basis.

```
32
Properties=species:S:1:pos:R:3
Ir 0.317 -0.506 0.098
S 0.847 -0.433 2.409
C 2.437 -0.116 1.777
C 3.634 0.073 2.475
C 4.785 0.316 1.758
C 4.739 0.367 0.363
C 3.522 0.180 -0.258
N 2.406 -0.052 0.428
H 3.628 0.027 3.555
H 5.724 0.468 2.276
H 5.624 0.560 -0.227
H 3.416 0.224 -1.335
C -1.553 -1.389 0.023
C -2.661 -0.671 0.690
C -3.563 0.120 -0.028
C -4.564 0.833 0.607
C -4.693 0.770 1.993
C -3.801 -0.014 2.731
C -2.807 -0.718 2.086
C -5.739 1.494 2.655
N -6.586 2.066 3.186
H -1.774 -1.557 -1.037
H -1.428 -2.372 0.501
H -3.465 0.176 -1.105
H -5.253 1.443 0.036
H -3.900 -0.060 3.808
H -2.110 -1.316 2.660
I 0.900 2.980 -0.026
C -0.503 1.268 0.088
H -1.094 1.412 -0.813
H -1.045 1.527 0.993
F 0.267 -0.549 -1.908
```

charge	-1
2S+1	1
HOMO	-0.16380	Eh
energy relative to the best compared isomer or geometry (same formula, charge and spin)	0.0	kcal per mole
lowest unoccupied orbital energy	0.0996	Eh
HOMO-LUMO gap	7.17	eV
DFT total energy	-42187.932	eV

---

Entry 4:
Computed, not measured: a structure of composition C36H44AsN4O9P2STi, with the ωB97M-V functional and the def2-TZVPD basis.

```
98
Properties=species:S:1:pos:R:3
Ti 0.955 0.345 0.427
O 3.083 4.210 1.183
As 1.517 3.473 0.829
O 0.727 4.313 -0.320
O 2.042 1.931 0.343
C 0.712 3.663 2.608
C 0.952 4.989 3.000
C 0.530 5.490 4.215
C -0.143 4.659 5.095
C -0.409 3.358 4.724
C -0.013 2.846 3.486
S -0.706 1.193 3.296
O -2.119 1.402 3.137
O -0.288 0.469 4.467
O -0.108 0.600 2.068
H 3.246 4.884 0.511
H 1.495 5.646 2.336
H 0.737 6.521 4.472
H -0.468 5.023 6.061
H -0.950 2.705 5.396
C 4.142 0.679 2.204
P 2.824 -0.570 1.988
C 2.515 -1.079 3.701
C 3.697 -1.954 1.193
C 4.353 -2.929 1.940
C 4.979 -3.995 1.319
C 4.960 -4.092 -0.064
C 4.312 -3.126 -0.816
C 3.667 -2.050 -0.204
P 2.760 -0.791 -1.197
C 4.097 0.273 -1.850
C 2.311 -1.764 -2.681
H 5.008 0.251 2.711
H 3.747 1.504 2.800
H 4.439 1.088 1.241
H 3.448 -1.230 4.245
H 1.916 -1.985 3.699
H 1.932 -0.298 4.188
H 4.358 -2.866 3.020
H 5.472 -4.754 1.912
H 5.435 -4.928 -0.560
H 4.301 -3.232 -1.891
H 4.892 -0.319 -2.306
H 4.509 0.880 -1.045
H 3.675 0.949 -2.595
H 3.201 -2.048 -3.242
H 1.659 -1.189 -3.335
H 1.778 -2.664 -2.375
C -2.545 4.028 -1.637
N -2.237 2.729 -1.054
C -2.749 2.537 0.294
C -1.098 2.077 -1.386
O -0.458 1.470 -0.496
N -0.680 2.124 -2.665
C 0.690 1.759 -2.966
C -1.606 2.090 -3.783
H -2.391 4.798 -0.878
H -3.579 4.064 -1.983
H -1.878 4.243 -2.465
H -3.809 2.789 0.300
H -2.227 3.179 1.010
H -2.627 1.508 0.612
H 1.340 2.095 -2.160
H 0.988 2.267 -3.884
H 0.771 0.679 -3.092
H -2.630 2.083 -3.421
H -1.436 1.172 -4.351
H -1.464 2.950 -4.442
O -0.897 -1.096 -2.014
C -0.602 -1.884 -1.135
N -0.978 -3.209 -1.111
C -0.606 -3.847 0.140
C 0.201 -2.698 0.793
O 0.753 -2.788 1.871
N 0.146 -1.593 0.003
C -1.836 -4.193 0.967
C -2.486 -5.406 0.759
C -3.659 -5.701 1.437
C -4.191 -4.787 2.335
C -3.545 -3.578 2.550
C -2.373 -3.280 1.870
C 0.321 -5.042 -0.060
C 0.801 -5.724 1.057
C 1.664 -6.795 0.904
C 2.055 -7.206 -0.364
C 1.578 -6.535 -1.477
C 0.717 -5.454 -1.325
H -1.813 -3.474 -1.609
H -2.063 -6.130 0.072
H -4.154 -6.649 1.268
H -5.103 -5.017 2.871
H -3.948 -2.861 3.254
H -1.878 -2.335 2.059
H 0.497 -5.404 2.045
H 2.031 -7.315 1.780
H 2.724 -8.050 -0.481
H 1.868 -6.853 -2.471
H 0.337 -4.937 -2.197
```

2S+1	2
HOMO (alpha / beta)	-0.28730 / -0.32564	Eh
energy relative to the best compared isomer or geometry (same formula, charge and spin)	0.0	kcal per mole
lowest unoccupied orbital energy (alpha / beta)	0.0161 / 0.0178	Eh
HOMO-LUMO gap (alpha / beta)	8.25 / 9.35	eV
DFT total energy	-175807.684	eV

---

Entry 5:
Computed, not measured: an isolated molecule of C3H6N2OS2 in a non-equilibrium geometry, with the ωB97M-V functional and the def2-TZVPD basis.

```
14
Properties=species:S:1:pos:R:3
C -0.648 -0.960 -2.535
S 0.333 -1.005 -1.093
C -0.136 0.388 -0.062
S -1.449 1.321 -0.446
N 0.309 0.445 1.224
N 1.074 -0.526 1.749
C 0.056 1.526 2.062
O -0.641 2.501 1.817
H -0.068 -1.686 -3.305
H -1.701 -1.303 -2.442
H -0.662 0.171 -2.927
H 2.024 -0.633 1.237
H 0.768 -1.494 1.810
H 0.740 1.254 2.912
```

2S+1	1
SMILES string	CSC(=S)N(N)C=O
HOMO	-0.29398	Eh
energy relative to the best compared isomer or geometry (same formula, charge and spin)	76.5	kcal per mole
lowest unoccupied orbital energy	-0.0041	Eh
HOMO-LUMO gap	7.89	eV
DFT total energy	-29904.008	eV

---

Entry 6:
Computed, not measured: a cluster of 2 separate species, CHF2NO3 in total in a non-equilibrium geometry, with the ωB97M-V functional and the def2-TZVPD basis.

```
8
Properties=species:S:1:pos:R:3
O 0.108 2.449 -1.251
C 0.399 1.470 -1.843
F 1.127 1.448 -2.954
N -0.164 0.020 -1.487
O -0.181 -0.837 -2.286
O -0.816 -0.089 -0.454
F 1.820 0.004 0.992
H 0.942 0.182 1.134
```

2S+1	1
SMILES string	O=C(F)[N+](=O)[O-].F
HOMO	-0.44968	Eh
energy relative to the best compared isomer or geometry (same formula, charge and spin)	26.1	kcal per mole
lowest unoccupied orbital energy	-0.0586	Eh
HOMO-LUMO gap	10.64	eV
DFT total energy	-14117.114	eV

---

Entry 7:
Computed, not measured: an isolated molecule of C6H10 in a non-equilibrium geometry, with the ωB97M-V functional and the def2-TZVPD basis.

```
16
Properties=species:S:1:pos:R:3
C -0.779 -0.993 0.879
C -1.517 -0.114 0.208
C -0.933 1.127 -0.460
C 0.474 0.775 -0.961
C 1.312 0.140 0.163
C 0.689 -1.140 0.712
H -1.338 -1.804 1.331
H -2.463 -0.546 -0.054
H -0.862 2.011 0.204
H -1.578 1.453 -1.283
H 0.374 0.069 -1.796
H 0.986 1.661 -1.356
H 1.381 0.851 0.993
H 2.328 -0.068 -0.186
H 1.145 -1.494 1.639
H 0.793 -1.958 -0.026
```

2S+1	1
SMILES string	C1=CCCCC1
HOMO	-0.32363	Eh
energy relative to the best compared isomer or geometry (same formula, charge and spin)	11.8	kcal per mole
lowest unoccupied orbital energy	0.0408	Eh
HOMO-LUMO gap	9.92	eV
DFT total energy	-6383.347	eV

---

Entry 8:
Computed, not measured: a cluster of 2 separate species, C28H27F6N4O in total in a non-equilibrium geometry, with the ωB97M-V functional and the def2-TZVPD basis.

```
66
Properties=species:S:1:pos:R:3
O 1.640 -0.464 3.251
C 2.846 -0.239 3.095
N 3.810 -1.128 3.470
C 3.460 -2.437 4.008
C 3.215 -3.433 2.871
C 4.475 -3.765 2.026
C 4.331 -5.249 1.661
C 3.111 -5.762 2.464
N 2.755 -4.678 3.364
N 3.384 0.914 2.518
C 2.651 2.011 2.072
C 3.275 2.961 1.237
C 2.544 4.045 0.757
C 3.186 5.033 -0.190
F 2.723 6.307 0.009
F 4.547 5.069 -0.058
F 2.920 4.714 -1.500
C 1.208 4.231 1.105
C 0.604 3.303 1.952
C -0.833 3.507 2.360
F -1.307 2.509 3.166
F -0.992 4.688 3.038
F -1.655 3.566 1.265
C 1.305 2.203 2.425
H 4.776 -0.841 3.425
H 4.307 -2.773 4.620
H 2.557 -2.344 4.628
H 2.421 -2.989 2.226
H 4.556 -3.091 1.163
H 5.364 -3.628 2.651
H 4.200 -5.396 0.583
H 5.227 -5.797 1.969
H 2.283 -6.034 1.781
H 3.376 -6.664 3.036
H 1.830 -4.656 3.748
H 4.367 0.863 2.267
H 4.320 2.845 0.951
H 0.645 5.084 0.728
H 0.815 1.462 3.045
C -1.938 -2.522 7.964
N -1.161 -3.288 6.990
C -1.317 -2.908 5.667
C -2.142 -1.822 5.308
C -2.324 -1.482 3.971
C -1.731 -2.259 2.957
C -0.906 -3.333 3.285
C -0.668 -3.683 4.642
C 0.131 -4.774 5.024
C 0.169 -5.206 6.359
C -0.484 -4.430 7.382
C -0.446 -4.903 8.720
C 0.193 -6.101 9.034
C 0.797 -6.878 8.027
C 0.794 -6.428 6.711
H -1.782 -2.922 8.960
H -1.658 -1.461 7.964
H -3.000 -2.609 7.704
H -2.645 -1.226 6.071
H -2.897 -0.591 3.705
H -1.914 -2.007 1.912
H -0.442 -3.949 2.506
H 0.484 -5.477 4.268
H -0.900 -4.346 9.541
H 0.258 -6.420 10.076
H 1.268 -7.826 8.283
H 1.248 -7.015 5.908
```

charge	+1
2S+1	1
HOMO	-0.39779	Eh
energy relative to the best compared isomer or geometry (same formula, charge and spin)	0.0	kcal per mole
lowest unoccupied orbital energy	-0.1839	Eh
HOMO-LUMO gap	5.82	eV
DFT total energy	-53783.101	eV

---

Entry 9:
Computed, not measured: a structure of composition C41H30NNiO2P2S in a non-equilibrium geometry, with the ωB97M-V functional and the def2-TZVPD basis.

```
78
Properties=species:S:1:pos:R:3
Ni -0.067 0.020 0.063
C -1.006 1.544 6.184
C -0.468 2.215 5.093
C -0.235 1.533 3.907
C -0.524 0.171 3.790
C -1.060 -0.492 4.892
C -1.301 0.192 6.080
P -0.093 -0.616 2.180
C -0.948 -2.232 2.282
C -2.341 -2.251 2.393
C -3.044 -3.443 2.309
C -2.364 -4.635 2.086
C -0.985 -4.621 1.943
C -0.280 -3.427 2.039
C 1.671 -1.016 2.459
C 2.176 -1.507 3.634
C 3.556 -1.788 3.749
C 4.393 -1.550 2.694
C 3.903 -1.016 1.475
C 4.758 -0.714 0.387
C 4.231 -0.152 -0.741
C 2.839 0.108 -0.852
C 1.934 -0.186 0.147
C 2.511 -0.746 1.340
H -1.194 2.073 7.111
H -0.232 3.270 5.165
H 0.190 2.056 3.054
H -1.293 -1.548 4.824
H -1.719 -0.338 6.927
H -2.880 -1.318 2.526
H -4.124 -3.440 2.395
H -2.912 -5.566 2.000
H -0.453 -5.542 1.736
H 0.794 -3.420 1.901
H 1.521 -1.685 4.480
H 3.948 -2.178 4.681
H 5.457 -1.755 2.783
H 5.819 -0.933 0.464
H 4.883 0.084 -1.578
H 2.486 0.528 -1.790
O -1.518 -2.735 -0.963
C -1.587 -1.520 -1.166
C -2.882 -0.790 -0.828
C -3.994 -1.599 -0.637
C -5.248 -1.047 -0.414
C -5.393 0.330 -0.374
C -4.281 1.148 -0.539
C -3.014 0.611 -0.765
P -1.475 1.638 -0.748
C -1.211 2.171 -2.469
C 0.032 2.720 -2.777
C 0.309 3.148 -4.068
C -0.652 3.021 -5.063
C -1.886 2.461 -4.763
C -2.165 2.036 -3.470
C -2.108 3.190 0.013
C -2.585 4.291 -0.696
C -3.090 5.399 -0.022
C -3.127 5.418 1.367
C -2.646 4.329 2.084
C -2.133 3.230 1.409
H -3.838 -2.670 -0.670
H -6.108 -1.693 -0.272
H -6.365 0.775 -0.196
H -4.403 2.222 -0.464
H 0.793 2.779 -2.004
H 1.284 3.557 -4.303
H -0.433 3.340 -6.076
H -2.630 2.342 -5.541
H -3.122 1.578 -3.243
H -2.558 4.285 -1.780
H -3.456 6.249 -0.586
H -3.528 6.280 1.888
H -2.664 4.339 3.168
H -1.751 2.378 1.964
O 1.131 -0.692 -3.584
S 0.495 -1.637 -2.624
N -0.666 -0.751 -1.828
```

charge	-1
2S+1	3
HOMO (alpha / beta)	-0.14035 / -0.15576	Eh
energy relative to the best compared isomer or geometry (same formula, charge and spin)	0.0	kcal per mole
lowest unoccupied orbital energy (alpha / beta)	0.0950 / 0.0949	Eh
HOMO-LUMO gap (alpha / beta)	6.40 / 6.82	eV
DFT total energy	-119047.024	eV